# 1
# C16H40BF4N2O8S4

A 7-piece molecular cluster, C16H40BF4N2O8S4 overall in a non-equilibrium geometry (ωB97M-V/def2-TZVPD, OMol25).

Values from the calculation:
- Kohn-Sham gap (Eh) = 0.3028
- charge = +1
- HOMO level (eV) = -11.761
- LUMO energy (eV) = -3.521
- ΔE to the lowest compared entry with this formula, charge and spin (kcal/mol) = 36.9

Element x y z (Å)
S1 -5.688806 27.634829 -12.302396
S2 -7.250890 21.321403 -10.143795
S3 -4.520601 27.213052 -5.358399
S4 -8.373045 31.240253 -5.908929
F1 -8.999981 26.170345 -7.494187
F2 -7.831332 26.102456 -9.351251
F3 -9.800624 27.313614 -9.101355
F4 -7.944650 28.022274 -8.143410
O1 -4.382358 27.950073 -11.686808
O2 -6.706746 21.928642 -11.356134
O3 -8.529976 20.568880 -10.260201
O4 -8.312935 30.973576 -7.378529
O5 -3.396628 26.668052 -4.637390
O6 -7.333717 32.094644 -5.344601
O7 -6.907898 28.257341 -11.787589
O8 -5.760026 27.482482 -4.610505
N1 -11.498648 26.799205 -6.747814
N2 -8.888803 29.769030 -10.164838
C1 -3.924112 28.616452 -6.470740
C2 -5.637962 27.873775 -14.099251
C3 -5.800780 22.423695 -8.238005
C4 -9.645939 29.562733 -4.077691
C5 -6.351552 26.699019 -14.750215
C6 -8.427384 29.612754 -5.020195
C7 -7.263210 22.490745 -8.704443
C8 -10.048410 31.057245 -3.849639
C9 -9.914820 31.794741 -5.224903
C10 -4.390286 26.757151 -8.024026
C11 -4.426620 28.312639 -7.871841
C12 -5.966077 20.196105 -9.408810
C13 -5.830511 25.499705 -13.998885
C14 -5.041132 26.130023 -6.731789
C15 -5.389858 20.929899 -8.130414
C16 -5.948896 25.723366 -12.463961
B1 -8.631563 26.922088 -8.574506
H1 -3.805997 28.830378 -8.603191
H2 -5.673460 22.853089 -7.244269
H3 -7.419665 26.863322 -14.607959
H4 -9.278804 29.222497 -3.109418
H5 -5.392196 19.817637 -10.254694
H6 -7.904649 22.118062 -7.905838
H7 -4.317444 20.744476 -8.069984
H8 -5.470037 28.616332 -7.956469
H9 -7.459962 29.393168 -4.568567
H10 -4.569369 27.831536 -14.310024
H11 -9.325462 31.488079 -3.156930
H12 -10.668606 31.404688 -5.908831
H13 -10.000926 32.881210 -5.208486
H14 -3.407912 26.371745 -8.296989
H15 -4.204118 29.579327 -6.043459
H16 -4.762502 25.306642 -14.099873
H17 -6.927915 25.526493 -12.027076
H18 -6.115572 26.300086 -6.662898
H19 -8.444613 29.340876 -10.964515
H20 -10.482073 28.971937 -4.451748
H21 -10.575859 26.584487 -7.097752
H22 -12.040701 25.948190 -6.793107
H23 -8.913725 29.098928 -9.409560
H24 -5.803192 20.504886 -7.215750
H25 -11.880082 27.598296 -7.233680
H26 -11.389070 26.979317 -5.760066
H27 -6.253085 26.605574 -15.831737
H28 -8.409323 30.571633 -9.782690
H29 -5.838644 28.920732 -14.326594
H30 -5.103381 22.939912 -8.897738
H31 -9.857278 30.043553 -10.247296
H32 -6.311867 24.534495 -14.156315
H33 -5.136434 25.279824 -11.888404
H34 -8.475341 28.791520 -5.735291
H35 -11.017412 31.268720 -3.397521
H36 -5.020120 26.458991 -8.862185
H37 -6.646889 19.495476 -8.925361
H38 -2.849541 28.433773 -6.465982
H39 -7.637876 23.467809 -9.009519
H40 -4.813048 25.129484 -6.364356

Force components x, y, z for each atom (eV/Å):
0.994 -1.582 0.015
-1.125 -1.536 -0.132
-0.925 0.164 -0.468
1.983 -0.772 -0.439
-0.840 -1.476 2.761
-0.077 0.241 -0.727
-2.647 1.219 -2.088
0.735 1.392 0.208
-2.121 -0.295 -0.835
-0.361 0.094 1.160
2.114 1.596 0.377
-0.903 0.614 2.126
-0.063 0.219 -0.162
-0.897 -0.857 -0.562
0.176 0.112 0.084
1.106 0.453 -0.581
-0.376 -0.238 0.958
-0.712 0.514 1.091
-0.017 -0.934 0.716
1.515 0.671 -0.011
0.484 -0.290 0.480
0.789 1.833 0.593
-0.618 0.584 0.203
-0.142 -0.714 -0.785
0.680 -0.276 -0.461
0.590 0.480 -0.798
-1.015 -0.614 0.072
-0.973 -0.443 0.071
-0.426 -0.944 0.672
-1.908 0.937 1.475
0.197 -1.231 2.022
0.802 1.385 0.300
0.137 0.055 -1.590
0.136 2.164 -0.051
2.475 -1.560 -0.004
-0.179 -0.155 -0.103
-0.190 0.268 -0.046
-0.216 -0.388 0.217
-0.456 -0.541 -0.101
0.302 0.040 0.528
-0.170 -0.354 -0.298
0.052 0.473 -0.016
0.028 0.190 -0.228
0.004 0.614 0.401
0.216 -0.340 0.012
0.133 0.058 -0.061
-0.266 0.041 -0.058
0.333 -0.115 0.094
0.173 0.048 0.591
0.088 -0.128 -0.011
0.051 0.312 -0.820
0.091 -0.021 -0.042
-0.051 -0.187 -0.584
0.405 -0.172 -0.742
0.101 -0.070 -0.011
1.625 -0.311 -0.746
-0.612 -0.149 -0.524
0.518 -0.674 0.591
-0.249 -0.132 -0.219
-0.372 0.022 -0.213
0.016 0.462 0.466
0.519 0.235 0.084
0.698 0.367 0.006
-0.855 -0.180 -0.033
-0.236 0.103 -0.210
-0.284 0.043 -0.860
-0.233 0.180 -0.550
-0.224 -0.053 -0.041
-0.115 0.335 -0.539
-0.126 -0.396 -0.230
-0.104 0.135 -0.089
0.244 -0.807 -0.874
0.071 0.352 0.345
0.254 -0.015 -0.193
0.253 -0.053 -0.585

=====

# 2
# C16H40ClMgO8

C16H40ClMgO8 as an isolated structure in a non-equilibrium geometry (ωB97M-V/def2-TZVPD, OMol25).

Values from the calculation:
- Kohn-Sham gap (alpha / beta) (Eh) = 0.1200 / 0.3639
- 2S+1 = 2
- charge = 0
- HOMO level (alpha / beta) (eV) = -2.849 / -9.455
- LUMO energy (alpha / beta) (eV) = 0.418 / 0.448

Element x y z (Å)
Cl1 -1.470735 0.219602 -0.094741
Mg1 -0.486572 1.958158 -1.115947
O1 -2.072962 3.081726 -0.895740
O2 -0.788551 1.332208 -3.037740
O3 1.799987 0.265868 6.118422
O4 -0.460204 -3.362771 -3.316570
O5 0.178427 2.616603 0.605342
O6 0.491630 -2.150032 3.683084
O7 1.307892 0.818512 -1.465018
O8 0.317528 -4.234752 -0.614483
C1 1.628686 -4.058864 0.005291
C2 1.628293 -0.841149 5.209591
C3 -0.984034 3.108914 1.379896
C4 2.252997 0.061823 -0.665913
C5 -1.925063 3.789328 0.344929
C6 -2.658481 3.839802 -1.956590
C7 1.440272 2.834583 1.207637
C8 -1.167291 -3.335220 -4.451360
C9 1.750293 1.558369 5.589663
C10 0.299574 -1.047050 4.483115
C11 1.550792 0.530094 -2.849765
C12 -0.629260 -2.380484 2.876919
C13 -1.245417 -3.235640 -2.123972
C14 0.439702 1.074231 -3.765584
C15 -1.880345 0.743705 -3.553898
C16 -0.337898 -3.005522 -0.948717
H1 1.619281 3.826795 1.621853
H2 1.552527 -0.544694 -3.031226
H3 0.099391 -0.152746 3.892991
H4 -0.536047 -1.182997 5.169664
H5 -1.496645 -2.511314 3.523930
H6 1.583289 -3.666672 1.021278
H7 -3.275734 4.608035 -1.490857
H8 0.385027 -2.227621 -1.194359
H9 -1.927995 -4.115803 -4.462498
H10 1.750303 -1.715428 5.848997
H11 -1.766175 -4.186587 -2.011657
H12 2.454639 -0.904111 4.501580
H13 -0.536910 -3.230576 2.200956
H14 -0.842220 -2.666430 -0.043851
H15 -1.919554 -2.379303 -2.106164
H16 -1.434677 2.216122 1.813395
H17 3.160168 0.568238 -0.336264
H18 -1.908614 4.256335 -2.629126
H19 2.177361 -4.974526 0.225817
H20 -1.683636 -0.245594 -3.967055
H21 2.355221 -3.417084 -0.493064
H22 -2.207603 1.324654 -4.416165
H23 1.671540 2.324088 6.361391
H24 -1.640001 -2.381830 -4.687321
H25 2.540682 0.737451 -3.256251
H26 -0.706771 3.758051 2.210466
H27 2.676392 1.630060 5.019322
H28 0.272850 0.375082 -4.584995
H29 -2.651294 0.463919 -2.835948
H30 -0.533805 -3.440448 -5.332110
H31 1.708876 -0.296822 0.207822
H32 1.008489 1.776307 4.821328
H33 1.573381 2.111133 2.012002
H34 -3.203489 3.137272 -2.587083
H35 -2.901424 3.920882 0.811322
H36 -0.690421 -1.586788 2.132332
H37 0.786208 2.032732 -4.152000
H38 2.680402 -0.822198 -1.139137
H39 2.316335 2.637221 0.589861
H40 -1.488606 4.763158 0.122978

Force components x, y, z for each atom (eV/Å):
-0.583 -1.138 0.426
1.129 -0.482 -0.929
0.070 0.065 0.748
2.892 0.418 1.042
-1.528 -0.997 0.127
1.458 0.804 2.407
0.059 1.619 1.130
0.618 -1.135 -0.451
1.909 -0.707 -0.881
2.157 -0.011 0.312
-0.538 0.028 0.699
0.335 -0.216 1.188
-0.115 -1.220 -1.451
-0.271 -0.427 0.938
0.443 0.647 0.821
-0.161 -0.033 -0.153
1.042 -0.560 1.069
-1.244 0.032 -2.332
0.999 -0.049 -1.315
0.691 1.485 0.570
-0.994 -1.276 -0.945
-0.113 0.041 -0.870
0.584 -0.292 0.128
0.810 1.099 0.513
-2.354 -1.980 -1.975
0.850 -0.706 0.578
-0.598 0.219 -0.170
-0.399 -0.497 0.765
-0.320 0.188 -0.360
-0.101 -0.037 0.270
-0.386 0.195 -0.337
-0.667 0.531 0.169
-0.223 -0.011 -0.443
0.153 0.089 -0.174
-0.292 -0.156 -0.231
0.109 0.018 0.107
-0.435 0.073 0.229
0.020 0.361 -0.361
0.474 -0.592 0.682
-0.508 0.203 -0.276
-0.299 0.058 -0.606
-0.128 -0.014 -0.110
-0.321 0.902 -0.154
0.383 0.354 0.381
-0.643 -0.634 -0.812
0.536 -0.220 -0.115
-0.434 0.189 -0.763
-0.737 0.145 0.110
0.166 -0.357 0.136
-0.528 0.423 0.469
0.154 1.183 0.458
0.201 0.361 -0.448
0.468 0.851 0.046
-0.211 0.021 0.110
-0.030 0.970 0.356
0.409 -0.552 0.196
-0.047 0.166 0.054
-0.737 -0.385 0.202
-0.242 -0.035 0.386
-0.431 0.071 0.355
-0.151 0.001 -0.060
-0.709 0.643 0.311
-0.283 0.135 -0.166
-0.633 -0.061 -0.655
-0.660 0.042 -0.876
-0.064 0.147 -0.070